1.
Here is C10H12CoN2O7P2SSe as an isolated structure from the OMol25 dataset. Energies are from wB97M-V/def2-TZVPD.

XYZ file:
```
36
Properties=species:S:1:pos:R:3:forces:R:3:lowdin_spin:R:1
Co 9.06539 7.36620 6.99365 -0.577 -0.766 0.802 2.77
C 12.55770 7.44988 9.62527 0.377 0.239 -0.323 0.00
C 12.04001 6.13679 9.00314 -0.118 0.088 1.154 0.00
O 12.81410 5.06189 9.54402 -0.353 -0.059 0.384 0.00
P 12.13496 6.07733 7.19024 -0.480 1.346 0.425 0.01
O 12.45063 4.61440 6.74489 -0.405 -0.510 -0.353 0.00
O 13.49545 6.88375 6.94058 -0.476 -0.314 -0.871 0.00
O 10.90217 6.64724 6.51156 1.353 -0.441 0.211 0.04
P 10.28473 5.96225 9.59984 -1.530 0.188 -0.693 0.01
O 9.80625 4.58699 8.77639 0.394 0.510 1.041 0.00
O 10.24266 5.74533 11.07889 0.389 0.219 -1.526 0.00
O 9.51747 7.14409 8.93074 0.834 -1.179 0.529 0.06
H 13.65364 7.35787 9.75381 -0.593 0.064 -0.060 0.00
H 12.07127 7.62901 10.59859 0.248 -0.106 -0.364 0.00
H 12.36806 8.30012 8.96865 -0.075 0.103 0.157 0.00
H 12.60488 5.07533 10.50420 0.149 -0.180 -0.613 0.00
H 11.63092 4.08253 6.72426 0.361 0.036 0.041 0.00
H 13.79476 6.98048 6.01186 -0.310 -0.170 0.637 0.00
H 9.72716 3.86443 9.43488 0.007 0.495 -0.515 0.00
Se 4.30966 6.34982 6.23353 0.130 -0.040 0.029 0.02
C 5.98931 6.68880 6.66847 1.210 0.625 0.216 0.01
N 7.10180 7.00067 6.92539 -0.485 -0.508 -0.474 0.03
S 9.45643 11.63277 6.68023 -0.534 -1.453 -0.460 0.01
C 9.95957 9.95673 6.58264 0.679 0.284 -0.056 0.01
N 9.19022 9.12722 5.91911 0.291 1.066 0.383 0.03
C 8.06814 9.80232 5.37002 0.795 0.404 1.004 0.00
C 7.04834 9.20488 4.62959 -0.419 0.468 0.619 0.00
C 5.94043 9.99537 4.33039 0.144 0.096 -0.170 0.00
C 5.87943 11.35100 4.65714 1.003 0.219 0.715 0.00
C 6.90402 11.90319 5.41883 0.163 0.394 0.211 0.00
C 8.02189 11.16095 5.78187 -0.465 -0.870 -0.906 0.00
H 10.94731 9.67934 7.04417 -1.318 0.051 -0.475 0.00
H 7.07731 8.13531 4.45138 -0.094 0.193 -0.132 0.00
H 5.05087 9.59381 3.89231 -0.088 -0.548 -0.448 0.00
H 5.06616 12.01260 4.36757 -0.063 -0.469 0.108 0.00
H 6.83075 12.89480 5.82165 -0.143 0.523 -0.224 0.00
```
Forces are in eV/Å.

Calculated values
- F_max (eV/Å) = 1.690
- expectation value of S² = 3.757
- HOMO energy (spin up / spin down) (eV) = -7.653 / -7.636
- multiplicity = 4
- HOMO-LUMO gap (spin up / spin down) (eV) = 7.19 / 7.02
- energy relative to the best compared isomer or geometry (same formula, charge and spin) (kcal per mole) = 0.00


2.
Here is a 12-piece molecular cluster, C26H76O22 overall from the OMol25 dataset. Energies are from wB97M-V/def2-TZVPD.

XYZ file:
```
124
Properties=species:S:1:pos:R:3:forces:R:3:lowdin_charge:R:1
C 2.85100 3.78447 3.95249 -1.494 -1.225 -0.151 -0.01
C 1.51249 3.02010 4.21421 -0.681 1.726 1.327 -0.46
C 0.36977 3.92090 4.75769 0.652 0.008 0.316 -0.04
O 0.97642 2.34075 3.11825 0.253 -0.918 -1.645 -0.07
H 3.16876 4.38723 4.80326 -0.027 -0.261 0.038 0.08
H 2.65488 4.45577 3.11643 0.457 -0.082 -0.052 0.05
H 3.55501 2.98911 3.70779 0.457 0.509 -0.180 0.08
H 1.62881 2.19262 4.91411 0.484 0.282 0.383 0.13
H 0.05732 4.77359 4.15486 0.194 -0.385 -0.800 0.07
H 0.66303 4.44527 5.66716 -0.074 -0.559 0.507 0.08
H -0.47336 3.24046 4.87693 -0.203 0.364 0.411 0.07
H 0.69402 2.97128 2.45169 -0.092 0.463 -0.132 0.07
C -2.59762 -3.48491 -2.56390 -0.601 -0.568 -0.014 -0.06
C -2.31261 -4.93937 -2.98854 -1.136 -0.283 -0.854 -0.40
C -3.46802 -6.00136 -2.60475 0.253 1.422 -0.641 -0.03
O -2.07501 -4.93145 -4.43107 -0.428 -0.671 1.060 -0.07
H -1.96617 -2.71341 -3.00455 1.099 -0.444 0.264 0.07
H -2.55474 -3.47407 -1.47480 -0.240 0.571 -0.130 0.06
H -3.52416 -3.10607 -2.99532 -0.690 -0.596 0.457 0.08
H -1.43077 -5.31111 -2.46675 0.289 0.108 -0.096 0.11
H -4.48405 -5.69447 -2.85297 0.067 0.693 -0.264 0.07
H -3.51952 -6.13426 -1.52411 0.433 -0.171 0.037 0.05
H -3.41364 -6.95809 -3.12420 0.783 -0.004 0.155 0.07
H -1.50657 -4.17478 -4.59208 0.102 0.035 -0.113 0.07
O 0.69931 -1.37244 0.30461 0.835 0.276 -0.061 -0.11
C -0.27867 -0.71668 -0.49113 -1.503 1.150 1.537 -0.17
C -0.26013 0.84963 -0.29351 1.441 -0.854 -1.044 -0.18
O 1.10159 1.28859 -0.51862 -0.819 0.021 -0.219 -0.07
H 0.57775 -2.28769 0.04163 -0.023 -0.897 -0.093 0.05
H -0.22580 -1.04220 -1.53003 0.365 0.487 -0.149 0.12
H -1.21004 -1.11608 -0.08973 -0.641 0.240 -0.340 0.10
H -0.52706 1.36300 0.63023 -0.662 -1.054 0.523 0.10
H -0.92916 1.26180 -1.04891 0.240 0.138 -0.201 0.10
H 1.52354 1.02379 0.30201 0.524 0.016 0.036 0.08
O 2.05535 3.34428 -4.00176 -0.418 0.823 0.089 -0.08
C 0.75422 3.88189 -3.67072 0.734 -2.477 0.083 -0.17
C -0.19082 2.67499 -3.40740 -1.432 0.524 0.465 -0.23
O -0.72576 2.17050 -4.60559 0.076 -0.147 -2.345 -0.08
H 1.98285 2.99612 -4.89346 0.080 -0.322 -0.320 0.06
H 0.91404 4.48862 -2.77940 -0.345 -0.089 -0.076 0.09
H 0.35564 4.47063 -4.49692 -0.150 0.108 0.091 0.12
H -1.09670 3.01048 -2.90247 0.283 0.473 0.962 0.11
H 0.16068 1.75431 -2.94168 1.158 0.834 0.874 0.10
H -1.42598 1.54695 -4.39948 0.029 0.042 0.010 0.09
O 2.78392 -3.45462 1.79323 -0.115 -1.105 -1.606 -0.08
C 3.25847 -3.08690 3.05522 -0.246 2.232 -0.230 -0.21
C 4.54250 -2.22024 2.91831 0.080 -0.384 0.991 -0.23
O 5.64010 -3.04226 3.19422 1.603 -0.283 0.248 -0.08
H 1.96330 -3.03082 1.53135 0.129 0.262 0.446 0.05
H 2.48158 -2.48115 3.52171 -0.017 -0.157 0.486 0.11
H 3.46132 -3.99599 3.62135 0.177 0.236 0.157 0.12
H 4.67562 -1.42769 3.65467 -0.704 -0.236 0.701 0.11
H 4.68519 -1.59164 2.03933 -0.548 -0.721 -0.927 0.11
H 5.75176 -3.80094 2.61668 -0.382 0.173 -0.338 0.09
O 0.20320 -6.48699 0.72301 0.275 0.422 0.021 -0.07
C -1.13786 -6.05855 0.99179 0.062 0.197 0.178 -0.20
C -1.16925 -4.52228 1.18879 -0.046 -0.690 -1.017 -0.18
O -0.78546 -3.96306 -0.07467 0.253 -0.124 0.727 -0.12
H 0.45862 -7.19774 1.31562 -0.066 0.117 0.028 0.09
H -1.67164 -6.28551 0.06894 -0.552 -0.039 0.233 0.11
H -1.51179 -6.62266 1.84622 -0.367 0.197 -0.042 0.12
H -0.43591 -4.25329 1.94903 -0.191 0.180 0.361 0.11
H -2.16309 -4.09726 1.32928 -0.042 -0.397 0.738 0.13
H -0.11490 -4.59655 -0.34042 0.682 0.348 -0.940 0.04
O 0.08172 -1.40403 3.05437 0.801 0.950 -0.793 -0.08
C -1.25576 -1.41224 3.48707 0.642 -0.581 1.663 -0.21
C -1.57953 -0.11498 4.30639 0.263 -1.497 -0.021 -0.20
O -1.59763 0.97466 3.45583 -0.987 0.841 -1.465 -0.09
H 0.16778 -1.59609 2.11773 -0.021 0.390 -0.495 0.03
H -2.04041 -1.58416 2.75028 0.171 0.536 -0.593 0.11
H -1.18176 -2.36921 4.00362 -1.345 0.224 1.260 0.11
H -0.86997 0.27916 5.03390 0.266 -1.569 0.786 0.13
H -2.55804 -0.27817 4.75804 -0.064 0.346 0.074 0.12
H -0.68766 1.14121 3.19932 0.554 0.414 -0.140 0.06
O 1.67744 -1.11653 -4.40170 0.986 0.602 -1.222 -0.09
C 2.82725 -0.36822 -4.88986 -0.024 -0.046 -0.537 -0.21
C 2.61121 0.15925 -6.34414 -1.602 -0.425 2.126 -0.20
O 1.51464 1.06748 -6.27581 0.599 1.374 -1.184 -0.10
H 1.86684 -1.09888 -3.46074 -0.394 -0.393 0.661 0.01
H 2.97230 0.43365 -4.16594 -0.055 0.658 -0.441 0.11
H 3.76460 -0.91809 -4.80539 -0.008 -0.672 -0.267 0.10
H 2.31269 -0.61746 -7.04821 0.270 -0.488 0.187 0.11
H 3.49283 0.64993 -6.75656 -0.062 0.259 0.301 0.11
H 0.84524 0.92666 -5.60226 0.144 -0.617 0.326 0.05
O -3.30310 2.10545 1.82873 -0.404 -0.296 -0.652 -0.12
C -3.85436 1.15168 0.90262 -0.538 1.293 1.363 -0.19
C -5.15936 0.50385 1.48929 1.997 0.766 -1.059 -0.21
O -5.35367 -0.75148 0.88183 -0.442 -0.264 0.155 -0.06
H -2.78002 1.62323 2.47329 0.592 -0.189 0.741 0.03
H -4.07953 1.86898 0.11340 -0.333 -0.927 -0.895 0.12
H -3.11541 0.39474 0.63978 0.005 -0.074 -0.192 0.11
H -5.91789 1.25670 1.27496 -0.606 -0.375 0.364 0.12
H -4.99416 0.35424 2.55627 -0.298 -0.001 -0.048 0.12
H -5.20231 -0.66235 -0.06197 -0.124 -0.022 -0.132 0.08
O 2.57626 -1.60868 -1.89812 1.757 0.088 -0.505 -0.08
C 3.45765 -2.76464 -2.05273 -1.260 1.190 1.004 -0.18
C 2.51739 -3.89533 -2.15983 1.260 -1.685 -1.634 -0.27
O 1.69902 -4.19077 -1.08701 -0.307 0.205 1.268 -0.05
H 2.32519 -1.61593 -0.97156 -0.259 0.369 0.260 0.06
H 4.15178 -2.80448 -2.89219 -0.558 0.862 -0.549 0.13
H 4.13731 -2.83508 -1.20350 -0.215 -0.079 0.441 0.12
H 3.23164 -4.70030 -2.33295 -0.362 -0.960 -0.344 0.13
H 1.85323 -3.79800 -3.01862 0.288 0.214 -0.161 0.14
H 2.23835 -4.63939 -0.43168 -0.030 -0.083 0.451 0.09
O 2.76546 5.95992 0.08863 1.124 0.765 1.686 -0.05
C 2.11196 4.71868 -0.00523 -1.453 0.937 -2.455 -0.23
C 0.66779 4.81566 0.44868 -0.148 -1.507 -1.280 -0.28
O 0.58730 5.31330 1.72820 0.457 0.333 1.358 -0.05
H 2.29467 6.52391 -0.52933 0.148 0.284 0.088 0.10
H 2.08609 4.70117 -1.09478 -0.170 -2.018 -0.117 0.11
H 2.57595 3.85225 0.46608 0.648 0.495 -0.012 0.13
H 0.36561 3.76841 0.44200 -0.696 -0.168 -0.335 0.09
H 0.00384 5.38336 -0.20323 0.162 -0.014 -0.269 0.12
H 1.53120 5.35367 1.89856 0.020 0.853 1.173 0.05
O -4.21280 4.67495 2.13868 0.083 0.732 0.151 -0.09
C -3.05873 5.37302 1.65788 -0.815 -0.814 -0.584 -0.20
C -2.94139 5.12836 0.14837 1.241 2.102 -1.158 -0.24
O -2.22007 4.02195 -0.35924 -0.725 -1.007 0.699 -0.08
H -4.00647 3.74032 2.06442 0.045 -0.479 0.192 0.02
H -3.23554 6.43338 1.83806 0.003 0.005 -0.104 0.12
H -2.18355 5.07015 2.23272 0.314 -0.008 -0.239 0.11
H -2.37065 5.89191 -0.38018 0.231 0.896 0.715 0.11
H -3.89321 5.30039 -0.35417 -0.617 -0.740 0.368 0.12
H -2.63503 3.25633 0.04477 0.239 -0.517 0.099 0.03
```
Forces are in eV/Å.

Calculated values
- F_max (eV/Å) = 3.002
- structure (SMILES) = CC(C)O.CC(C)O.OCCO.OCCO.OCCO.OCCO.OCCO.OCCO.OCCO.OCCO.OCCO.OCCO
- HOMO energy (eV) = -9.677
- multiplicity = 1
- HOMO-LUMO gap (eV) = 9.83
- energy relative to the best compared isomer or geometry (same formula, charge and spin) (kcal per mole) = 104.37


Please write out number 1 again, unchanged.
Here is C10H12CoN2O7P2SSe as an isolated structure from the OMol25 dataset. Energies are from wB97M-V/def2-TZVPD.

XYZ file:
```
36
Properties=species:S:1:pos:R:3:forces:R:3:lowdin_spin:R:1
Co 9.06539 7.36620 6.99365 -0.577 -0.766 0.802 2.77
C 12.55770 7.44988 9.62527 0.377 0.239 -0.323 0.00
C 12.04001 6.13679 9.00314 -0.118 0.088 1.154 0.00
O 12.81410 5.06189 9.54402 -0.353 -0.059 0.384 0.00
P 12.13496 6.07733 7.19024 -0.480 1.346 0.425 0.01
O 12.45063 4.61440 6.74489 -0.405 -0.510 -0.353 0.00
O 13.49545 6.88375 6.94058 -0.476 -0.314 -0.871 0.00
O 10.90217 6.64724 6.51156 1.353 -0.441 0.211 0.04
P 10.28473 5.96225 9.59984 -1.530 0.188 -0.693 0.01
O 9.80625 4.58699 8.77639 0.394 0.510 1.041 0.00
O 10.24266 5.74533 11.07889 0.389 0.219 -1.526 0.00
O 9.51747 7.14409 8.93074 0.834 -1.179 0.529 0.06
H 13.65364 7.35787 9.75381 -0.593 0.064 -0.060 0.00
H 12.07127 7.62901 10.59859 0.248 -0.106 -0.364 0.00
H 12.36806 8.30012 8.96865 -0.075 0.103 0.157 0.00
H 12.60488 5.07533 10.50420 0.149 -0.180 -0.613 0.00
H 11.63092 4.08253 6.72426 0.361 0.036 0.041 0.00
H 13.79476 6.98048 6.01186 -0.310 -0.170 0.637 0.00
H 9.72716 3.86443 9.43488 0.007 0.495 -0.515 0.00
Se 4.30966 6.34982 6.23353 0.130 -0.040 0.029 0.02
C 5.98931 6.68880 6.66847 1.210 0.625 0.216 0.01
N 7.10180 7.00067 6.92539 -0.485 -0.508 -0.474 0.03
S 9.45643 11.63277 6.68023 -0.534 -1.453 -0.460 0.01
C 9.95957 9.95673 6.58264 0.679 0.284 -0.056 0.01
N 9.19022 9.12722 5.91911 0.291 1.066 0.383 0.03
C 8.06814 9.80232 5.37002 0.795 0.404 1.004 0.00
C 7.04834 9.20488 4.62959 -0.419 0.468 0.619 0.00
C 5.94043 9.99537 4.33039 0.144 0.096 -0.170 0.00
C 5.87943 11.35100 4.65714 1.003 0.219 0.715 0.00
C 6.90402 11.90319 5.41883 0.163 0.394 0.211 0.00
C 8.02189 11.16095 5.78187 -0.465 -0.870 -0.906 0.00
H 10.94731 9.67934 7.04417 -1.318 0.051 -0.475 0.00
H 7.07731 8.13531 4.45138 -0.094 0.193 -0.132 0.00
H 5.05087 9.59381 3.89231 -0.088 -0.548 -0.448 0.00
H 5.06616 12.01260 4.36757 -0.063 -0.469 0.108 0.00
H 6.83075 12.89480 5.82165 -0.143 0.523 -0.224 0.00
```
Forces are in eV/Å.

Calculated values
- F_max (eV/Å) = 1.690
- expectation value of S² = 3.757
- HOMO energy (spin up / spin down) (eV) = -7.653 / -7.636
- multiplicity = 4
- HOMO-LUMO gap (spin up / spin down) (eV) = 7.19 / 7.02
- energy relative to the best compared isomer or geometry (same formula, charge and spin) (kcal per mole) = 0.00